# 1
ORCA calculation (ωB97M-V/def2-TZVPD) on a cluster of 2 separate species, C4H12 in total.

Each line ends with the natural charge from an NBO analysis.
Positions of all 16 atoms, in Å:
C  0.2526  0.7650  -2.4051  -0.6093
C  0.2456  1.8795  -1.3140  -0.6061
H  -0.5428  0.8221  -3.1256  0.2027
H  1.1854  0.7065  -2.9288  0.2036
H  -0.0102  -0.1852  -1.9356  0.1997
H  0.3988  1.4767  -0.3778  0.2040
H  -0.8209  2.2331  -1.3345  0.1999
H  0.8826  2.7299  -1.4978  0.2058
C  0.1248  -0.6366  1.6555  -0.6114
C  -0.4727  -1.9955  1.9672  -0.6112
H  -0.0016  -0.5591  0.6011  0.2010
H  -0.5125  0.2043  2.1399  0.1939
H  1.0266  -0.3313  2.0375  0.2128
H  -0.2222  -2.3056  3.0837  0.1897
H  0.0269  -2.7764  1.4013  0.2079
H  -1.5603  -2.0275  2.0330  0.2170

Forces on atoms 1 to 3 (eV/Å):
-0.16 0.01 1.08
-2.56 0.25 -2.76
-0.27 0.76 -0.51

* LUMO: 1.1 eV
* Kohn-Sham gap: 12.55 eV
* HOMO: -11.450 eV
* charge: 0
* total energy: -4341.587 eV
* SMILES: CC.CC

***

# 2
ORCA calculation (ωB97M-V/def2-TZVPD) on a structure of composition C24H17AuBrNO5PS.

Each line ends with the natural charge from an NBO analysis.
Positions of all 51 atoms, in Å:
Au  0.4177  0.0813  0.3366  0.8196
Br  -0.9859  -1.2529  -3.2078  0.0570
C  -0.9506  0.6402  -3.0328  0.1623
C  -1.5965  1.4222  -3.9763  -0.2965
C  -1.5917  2.7917  -3.7611  -0.1736
C  -0.9606  3.3076  -2.6393  -0.2311
C  -0.3314  2.4335  -1.7632  0.1111
N  -0.3361  1.1130  -1.9763  -0.4723
C  0.4043  2.9965  -0.5246  0.7378
O  0.2227  4.1948  -0.3146  -0.6885
O  1.1323  2.1978  0.1419  -0.7916
H  -2.0885  0.9688  -4.8249  0.2280
H  -2.0845  3.4506  -4.4667  0.2113
H  -0.9363  4.3634  -2.4100  0.2520
O  0.6366  -3.7066  2.5029  -0.9918
S  0.1172  -2.4503  2.0108  2.4082
O  -0.1308  -2.4239  0.5655  -1.0189
O  0.8536  -1.2642  2.4625  -1.0189
C  -1.5005  -2.2461  2.7588  -0.3351
C  -1.7980  -3.0432  3.8609  -0.1925
C  -3.0087  -2.8992  4.5170  -0.2069
C  -3.9272  -1.9556  4.0766  -0.2259
C  -3.6286  -1.1607  2.9833  -0.2155
C  -2.4185  -1.2883  2.3019  -0.2344
P  -2.0667  -0.1513  0.8862  0.8138
C  -2.5705  1.4582  1.6293  -0.3638
C  -1.5871  2.1200  2.3678  -0.1190
C  -1.8459  3.3539  2.9414  -0.2163
C  -3.0891  3.9522  2.7804  -0.2108
C  -4.0734  3.3051  2.0489  -0.2094
C  -3.8158  2.0646  1.4765  -0.2285
C  -3.4213  -0.5292  -0.2744  -0.3688
C  -3.6403  0.3556  -1.3362  -0.2035
C  -4.5504  0.0521  -2.3359  -0.2074
C  -5.2446  -1.1522  -2.3042  -0.2180
C  -5.0159  -2.0470  -1.2697  -0.2309
C  -4.1072  -1.7410  -0.2639  -0.1354
H  -1.0635  -3.7728  4.1744  0.2464
H  -3.2377  -3.5200  5.3750  0.2059
H  -4.8748  -1.8366  4.5885  0.2057
H  -4.3459  -0.4185  2.6496  0.2150
H  -0.6031  1.6727  2.4681  0.2319
H  -1.0633  3.8629  3.4895  0.2160
H  -3.2825  4.9283  3.2086  0.2050
H  -5.0443  3.7674  1.9148  0.2024
H  -4.5945  1.5708  0.9075  0.2155
H  -3.0857  1.2889  -1.3793  0.2230
H  -4.7061  0.7507  -3.1496  0.2083
H  -5.9497  -1.3955  -3.0897  0.2054
H  -5.5418  -2.9941  -1.2475  0.2077
H  -3.9234  -2.4540  0.5298  0.2162

Forces on atoms 1 to 3 (eV/Å):
-0.52 0.43 -0.01
0.05 -0.02 -0.03
-0.02 -0.01 0.08

* LUMO: 2.5 eV
* Kohn-Sham gap: 7.34 eV
* HOMO: -4.822 eV
* charge: -1
* total energy: -130753.251 eV

***

# 3
ORCA calculation (ωB97M-V/def2-TZVPD) on a structure of composition F6Pb3.

Each line ends with the Löwdin spin population.
Positions of all 9 atoms, in Å:
Pb  -1.4993  -1.1740  1.0887  0.0660
Pb  -1.2773  1.7529  -1.9251  -0.0114
Pb  0.4156  1.2864  2.6300  0.4020
F  -2.7821  0.9270  0.1519  0.0058
F  0.9209  0.4519  -2.8174  0.7564
F  0.1134  0.3217  -0.1195  0.0081
F  2.9085  -0.0214  -0.5992  -0.2481
F  0.0508  -2.3173  -0.5941  0.0098
F  1.1496  -1.2272  2.1847  0.0112

Forces on atoms 1 to 3 (eV/Å):
3.35 -0.99 -2.68
0.82 -2.47 2.50
1.41 -2.96 -1.53

* LUMO (alpha / beta): -7.7 / -8.3 eV
* Kohn-Sham gap (alpha / beta): 3.34 / 4.59 eV
* <S²>: 1.26
* HOMO (alpha / beta): -11.004 / -12.888 eV
* 2S+1: 2
* charge: +1
* total energy: -32031.419 eV

***

# 4
ORCA calculation (ωB97M-V/def2-TZVPD) on a cluster of 2 separate species, C14H21BCl4OSi in total.

Each line ends with the natural charge from an NBO analysis.
Positions of all 42 atoms, in Å:
C  -2.1875  -0.5749  1.0580  -0.6441
C  -0.8301  -0.5663  0.4127  -0.3497
C  0.0442  -1.5642  0.7922  0.0821
C  1.4395  -1.7123  0.3709  -0.8948
Si  2.7127  -0.7016  1.4426  1.6507
C  4.3737  -0.8053  0.5924  -1.1195
C  2.1594  1.0896  1.5181  -1.1257
C  2.7833  -1.4344  3.1583  -1.1263
H  -2.7989  0.2683  0.7095  0.2183
H  -2.6903  -1.5221  0.8168  0.2410
H  -2.0779  -0.5146  2.1519  0.2154
H  -0.3645  0.4096  0.2126  0.2453
H  -0.3318  -2.3255  1.4720  0.2120
H  1.7741  -2.7604  0.4756  0.2632
H  1.6216  -1.3782  -0.6644  0.2537
H  5.1304  -0.2335  1.1447  0.2463
H  4.7218  -1.8436  0.5230  0.2453
H  4.3209  -0.3935  -0.4235  0.2421
H  2.8882  1.6782  2.0943  0.2483
H  2.0883  1.5248  0.5111  0.2348
H  1.1811  1.1762  2.0101  0.2422
H  3.4954  -0.8829  3.7874  0.2468
H  1.8008  -1.3897  3.6445  0.2418
H  3.1058  -2.4834  3.1279  0.2449
Cl  -4.2062  -3.0846  -2.4656  -0.2318
B  -2.4626  -2.4725  -2.3689  0.4273
Cl  -1.4325  -3.5357  -1.1802  -0.2886
Cl  -1.6292  -2.5150  -4.0512  -0.2619
O  -2.5405  -1.0964  -1.8406  -0.6305
C  -1.5233  -0.3243  -1.5771  0.4218
C  -1.7235  1.1331  -1.6624  -0.1840
C  -0.5705  1.9265  -1.7333  -0.1543
C  -0.6350  3.2874  -1.4761  -0.2338
C  -1.8836  3.8833  -1.2406  -0.0248
Cl  -1.9422  5.5480  -0.8425  0.0424
C  -3.0545  3.1114  -1.2655  -0.2470
C  -2.9809  1.7331  -1.4866  -0.0921
H  -0.5312  -0.7188  -1.8360  0.2096
H  0.3884  1.4332  -1.9053  0.2221
H  0.2657  3.8879  -1.4451  0.2351
H  -4.0014  3.5991  -1.0587  0.2363
H  -3.8973  1.1440  -1.5028  0.2400

Forces on atoms 1 to 3 (eV/Å):
-0.22 0.05 0.51
0.34 0.43 1.15
-0.15 0.22 -0.96

* LUMO: -1.9 eV
* Kohn-Sham gap: 7.36 eV
* HOMO: -9.210 eV
* charge: 0
* total energy: -75553.333 eV

***

# 5
ORCA calculation (ωB97M-V/def2-TZVPD) on a structure of composition C22H20BrN6O2Pt.

Each line ends with the natural charge from an NBO analysis.
Positions of all 52 atoms, in Å:
Pt  -0.8250  1.5274  -0.4801  0.9778
O  -0.3709  1.7735  3.3059  -0.7054
C  -0.3796  0.5555  3.8925  0.3875
C  0.1013  0.4680  5.2007  -0.2840
C  0.1325  -0.7422  5.8608  -0.1806
C  -0.3045  -1.8978  5.2264  -0.2422
C  -0.8015  -1.8148  3.9389  -0.1873
C  -0.8468  -0.6043  3.2541  -0.1850
C  -1.4511  -0.5897  1.8372  0.2644
O  -1.6266  0.6548  1.2819  -0.8051
N  -0.6562  -1.4807  0.9726  -0.3959
N  -0.0800  -1.0078  -0.0924  -0.2107
C  0.6023  -1.7415  -0.8871  -0.1217
C  1.2672  -1.1780  -2.0240  -0.0525
Br  1.0314  0.7304  -2.2050  0.1094
C  1.9929  -1.7873  -2.9679  -0.2165
C  2.4131  -3.1901  -2.9910  -0.0045
C  2.4616  -3.8584  -4.2178  -0.2156
C  2.9289  -5.1581  -4.2939  -0.1872
C  3.3791  -5.8052  -3.1515  -0.1964
C  3.3412  -5.1506  -1.9297  -0.2009
C  2.8550  -3.8569  -1.8458  -0.2285
H  -0.7765  1.6467  2.4272  0.4931
H  0.4248  1.3834  5.6788  0.2247
H  0.4931  -0.7873  6.8796  0.2207
H  -0.2706  -2.8517  5.7344  0.2197
H  -1.1651  -2.7171  3.4567  0.1984
H  -2.4397  -1.0785  1.9233  0.1636
H  -0.5421  -2.4497  1.2356  0.3743
H  0.6805  -2.8188  -0.7534  0.2042
H  2.3164  -1.1890  -3.8123  0.2252
H  2.1167  -3.3540  -5.1120  0.2152
H  2.9559  -5.6646  -5.2492  0.2225
H  3.7761  -6.8090  -3.2165  0.2241
H  3.7076  -5.6430  -1.0388  0.2227
H  2.8786  -3.3369  -0.8967  0.2138
N  -2.9064  5.1088  0.3630  -0.4710
C  -3.3519  4.5024  1.5125  -0.0494
C  -2.8225  3.2465  1.5163  -0.0488
N  -2.0671  3.0972  0.3932  -0.4179
C  -2.1319  4.2216  -0.2905  0.2992
C  -1.4413  4.3104  -1.5439  0.3146
N  -0.8037  3.2509  -1.9996  -0.4609
C  -0.2394  3.6048  -3.1919  -0.0664
C  -0.5478  4.9050  -3.4590  -0.0586
N  -1.3119  5.3398  -2.4046  -0.4731
H  -3.1251  6.0508  0.0865  0.4368
H  -3.9877  5.0033  2.2191  0.2496
H  -2.9424  2.4545  2.2335  0.2710
H  0.3459  2.9190  -3.7779  0.2453
H  -0.2976  5.5411  -4.2882  0.2507
H  -1.6889  6.2674  -2.3102  0.4377

Forces on atoms 1 to 3 (eV/Å):
-2.70 3.22 1.27
-0.06 0.24 -0.14
0.06 -0.64 0.30

* LUMO: -4.0 eV
* Kohn-Sham gap: 6.08 eV
* HOMO: -10.112 eV
* charge: +1
* total energy: -109455.170 eV

***

# 6
ORCA calculation (ωB97M-V/def2-TZVPD) on the molecule C4H8N2O2.

Each line ends with the natural charge from an NBO analysis.
Positions of all 16 atoms, in Å:
C  0.1545  -1.1395  0.5281  -0.2516
C  -1.0076  -1.1095  -0.6059  -0.0946
C  -0.8930  1.1058  0.3683  -0.1104
C  0.5046  1.2448  -0.1043  -0.2794
H  -0.5077  -1.0379  1.5678  0.1957
H  0.6235  -2.1336  0.7556  0.2711
H  -0.7648  -1.1672  -1.6725  0.1961
H  -1.9060  -1.7812  -0.5423  0.1925
H  -1.5496  2.0797  0.3968  0.2124
H  -1.0297  0.7488  1.4107  0.1880
H  0.3250  1.3049  -1.3811  0.2265
H  1.3397  1.9680  0.2593  0.2599
N  2.1590  -0.5416  -0.0313  0.2267
N  0.9665  -0.0906  0.1515  -0.2454
O  3.0211  0.2600  -0.4820  -0.4383
O  -1.4354  0.2890  -0.6188  -0.5492

Forces on atoms 1 to 3 (eV/Å):
-6.03 -3.06 1.51
-0.32 0.58 0.19
-2.74 3.32 0.92

* LUMO: 0.8 eV
* Kohn-Sham gap: 10.02 eV
* HOMO: -9.241 eV
* charge: 0
* total energy: -11347.627 eV
* SMILES: O=NN1CCOCC1

***

> total energy of number 1 (C4H12)?

-4341.587 eV

***

> What is the charge in the second record?

-1

***

> What is the charge in the sixth record?

0